No. 1
A structure of composition C2H6Ca2F2O in a non-equilibrium geometry, computed with ωB97M-V/def2-TZVPD.

```
13
Properties=species:S:1:pos:R:3:forces:R:3
Ca -24.1641 4.6700 16.8409 -0.88 -0.86 -0.89
Ca -27.1302 1.7603 12.1272 0.59 1.10 1.15
F -25.9161 1.2480 15.9708 0.30 1.28 -0.74
F -25.9337 5.2770 13.0403 -0.01 -1.53 0.50
C -28.8397 -4.5029 19.2461 -1.49 -0.05 0.16
C -28.5826 -3.0081 19.4142 -0.18 -0.88 -1.22
O -27.1948 -2.8473 19.3047 1.03 0.64 0.28
H -28.2980 -5.2043 19.8807 0.25 0.50 0.18
H -28.7410 -4.8453 18.2160 0.44 0.29 -0.07
H -29.9001 -4.6560 19.4464 -0.19 -0.21 0.21
H -29.0467 -2.5340 20.2791 0.39 -0.34 0.54
H -29.0559 -2.5030 18.5722 -0.24 0.02 -0.23
H -26.9924 -2.0876 18.7538 0.01 0.05 0.13
```
Positions in Å, forces in eV/Å.

## Properties
- Total charge: +2
- HOMO level: -13.127 eV
- LUMO energy: -0.364 Ha

***

No. 2
A structure of composition C2H6CdO3 in a non-equilibrium geometry, computed with ωB97M-V/def2-TZVPD.

```
12
Properties=species:S:1:pos:R:3:forces:R:3
C -0.9578 -1.9001 0.0224 -1.22 -0.27 0.50
O 0.1387 -0.9875 0.1837 1.15 -0.01 -0.25
C 0.1168 0.1604 -0.4096 -0.54 -0.25 -0.63
O 1.0714 0.5152 -1.1037 -2.16 1.67 1.55
Cd 2.6706 -0.2960 -1.9496 2.28 -1.15 -1.13
H -1.5290 -1.9074 0.9560 0.06 -0.13 -0.27
H -1.5989 -1.5906 -0.8116 0.18 -0.11 0.21
H -0.5275 -2.8856 -0.1721 -0.05 0.30 0.04
H -0.7935 0.7728 -0.3318 0.25 0.02 -0.01
O 0.0912 2.8168 1.2061 0.45 -0.31 -0.78
H 0.5455 2.3019 1.8803 0.06 0.17 0.20
H 0.7726 3.0001 0.5299 -0.45 0.08 0.58
```
Positions in Å, forces in eV/Å.

## Properties
- Total charge: +1
- Spin multiplicity: 2
- HOMO level (spin up / spin down): -13.096 / -15.066 eV
- LUMO energy (spin up / spin down): -0.155 / -0.237 Ha

***

No. 3
A structure of composition C2H6Cl in a non-equilibrium geometry, computed with ωB97M-V/def2-TZVPD.

```
9
Properties=species:S:1:pos:R:3:forces:R:3
Cl 0.6934 -0.8766 0.9694 0.90 1.29 1.42
H 0.2312 -1.8861 0.1349 -0.16 -0.81 -0.50
C -0.4446 -2.4402 -0.8324 -1.12 -0.14 -0.96
H 0.3103 -2.8007 -1.5327 -0.03 0.06 0.23
H -1.0198 -3.2218 -0.3244 0.40 0.08 -0.04
C -1.3180 -1.2886 -1.2927 0.06 -0.52 0.12
H -1.9481 -1.6685 -2.1010 -0.09 0.18 -0.09
H -1.9653 -0.9815 -0.4675 0.03 0.06 -0.18
H -0.7549 -0.4211 -1.6419 0.00 -0.20 0.01
```
Positions in Å, forces in eV/Å.

## Properties
- Total charge: 0
- Spin multiplicity: 2
- HOMO level (spin up / spin down): -9.295 / -10.927 eV
- LUMO energy (spin up / spin down): 0.040 / -0.062 Ha

***

No. 4
A cluster of 2 separate species, C2H6Cl2NS in total in a non-equilibrium geometry, computed with ωB97M-V/def2-TZVPD.

```
12
Properties=species:S:1:pos:R:3:forces:R:3
C 0.0837 -0.3159 -0.5269 2.59 -1.89 -0.88
C 2.3655 -0.1022 0.2702 -3.14 -1.67 0.53
N -0.1125 1.0080 -1.0706 -1.01 1.93 1.08
S 2.1812 -0.1534 2.0609 1.01 -1.48 -0.26
Cl 2.5802 1.4896 -0.1986 0.90 1.19 -0.58
Cl 3.0460 -1.3522 -0.7127 0.12 0.55 0.69
H -0.7373 -0.5360 0.1226 0.07 -0.36 0.72
H 0.3644 -1.1763 -1.2418 -0.68 1.88 0.91
H -0.9255 1.5062 -0.5467 1.12 -1.11 -1.91
H -0.0708 1.1432 -2.1012 -0.56 -0.14 0.79
H 0.6801 1.5884 -0.6887 0.13 -0.04 -0.56
H 2.7264 -1.4153 2.3348 -0.53 1.14 -0.52
```
Positions in Å, forces in eV/Å.

## Properties
- Total charge: +1
- HOMO level (spin up / spin down): -12.737 / -12.734 eV
- LUMO energy (spin up / spin down): -0.174 / -0.174 Ha

***

No. 5
The molecule C2H6Cl2OSi in a non-equilibrium geometry, computed with ωB97M-V/def2-TZVPD.

```
12
Properties=species:S:1:pos:R:3:forces:R:3
C 0.1450 0.2591 1.2228 0.03 -0.74 1.57
C -0.3545 -0.5114 0.0086 0.00 -0.44 -0.22
Si -2.1011 0.0772 -0.4001 0.80 -0.53 1.45
O -2.2638 0.7000 -1.8328 0.46 -1.37 -1.85
Cl -2.4787 1.7052 0.7918 -0.60 0.18 0.46
Cl -3.4307 -1.4575 -0.1319 -0.05 0.17 0.06
H 1.0640 -0.1765 1.7230 -1.04 0.39 -0.74
H 0.2712 1.3093 1.1132 0.36 0.84 -0.42
H -0.7224 0.1879 1.9235 1.10 -0.04 0.11
H -0.3347 -1.5328 0.4257 -0.40 0.02 -0.93
H 0.2498 -0.4738 -0.9249 -0.14 0.03 0.72
H -2.5186 1.5522 -2.0986 -0.51 1.47 -0.22
```
Positions in Å, forces in eV/Å.

## Properties
- Total charge: 0
- HOMO level: -10.910 eV
- Structure (SMILES): CC[Si](O)(Cl)Cl
- LUMO energy: 0.020 Ha

***

No. 6
A structure of composition C2H6Cl2OSi in a non-equilibrium geometry, computed with ωB97M-V/def2-TZVPD.

```
12
Properties=species:S:1:pos:R:3:forces:R:3
C -1.2670 -1.3252 -1.4414 -0.82 0.12 -1.77
C -1.1342 -0.4134 -0.5020 1.75 0.25 -0.52
O 1.3532 0.2699 0.6193 0.63 -2.94 0.65
Si 1.2810 1.7299 0.3762 -1.08 2.34 0.29
Cl -1.1239 1.2888 -0.9487 -0.20 0.47 0.09
Cl 0.4773 -1.6420 2.7752 0.07 0.14 -0.40
H -1.1141 -2.3372 -1.1124 0.02 -0.36 -0.14
H -1.5191 -1.1393 -2.5560 0.27 -0.20 2.24
H 0.8781 -0.9109 1.7312 0.12 -0.07 0.53
H -0.4925 -0.5469 0.3781 -1.25 -0.15 -0.07
H 1.9407 2.3748 -0.7150 0.37 0.43 -0.65
H 0.7202 2.6516 1.3955 0.11 -0.02 -0.24
```
Positions in Å, forces in eV/Å.

## Properties
- Total charge: 0
- HOMO level: -10.425 eV
- LUMO energy: -0.005 Ha

***

No. 7
A structure of composition C2H6ClMnO2 in a non-equilibrium geometry, computed with ωB97M-V/def2-TZVPD.

```
12
Properties=species:S:1:pos:R:3:forces:R:3
Mn 28.0244 -29.0055 -23.0267 -2.63 -0.60 -0.49
Cl 29.9556 -28.6220 -22.6428 -1.13 1.95 -2.63
C 32.2398 -29.5904 -20.4424 -0.73 1.31 -0.08
C 31.8725 -28.0670 -20.3255 -0.13 -1.47 0.94
O 32.0268 -27.3922 -21.5284 0.82 0.83 -0.53
O 31.1460 -30.2933 -21.1362 1.87 -0.30 1.56
H 32.4130 -30.0088 -19.4509 -0.38 -0.23 -0.12
H 33.1839 -29.6207 -20.9864 -0.10 -0.38 -0.28
H 32.4319 -27.5389 -19.5533 0.42 -0.18 -0.23
H 30.8434 -27.9973 -19.9730 -0.43 -0.09 0.09
H 31.4238 -27.7502 -22.1840 1.27 0.82 0.41
H 30.7310 -29.6245 -21.6858 1.14 -1.67 1.35
```
Positions in Å, forces in eV/Å.

## Properties
- Total charge: +1
- Spin multiplicity: 6
- HOMO level (spin up / spin down): -13.065 / -13.053 eV
- LUMO energy (spin up / spin down): -0.286 / -0.294 Ha

***

No. 8
A structure of composition C2H6ClNOS in a non-equilibrium geometry, computed with ωB97M-V/def2-TZVPD.

```
12
Properties=species:S:1:pos:R:3:forces:R:3
C 1.5336 1.0094 -0.2148 1.03 -3.88 1.74
C 0.6724 0.0711 0.6203 -2.70 0.09 1.41
N -1.7881 -1.0572 -0.7813 0.93 -1.74 3.57
O -2.4448 0.4600 1.1087 -0.01 0.15 0.95
S -1.5673 0.4232 -0.0410 2.33 -1.54 -0.93
Cl 1.0466 -1.7548 0.7281 -0.27 2.10 -0.53
H 2.5127 0.8936 0.2190 0.66 0.58 0.56
H 1.2010 1.9667 -0.1665 -1.04 2.80 0.24
H 1.7589 0.7091 -1.1862 -0.49 -0.63 -1.98
H 0.5737 0.4091 1.7158 0.21 -0.56 -1.79
H -1.9372 -1.1392 -1.7310 -0.25 0.13 -2.14
H -1.5615 -1.9910 -0.2712 -0.40 2.49 -1.11
```
Positions in Å, forces in eV/Å.

## Properties
- Total charge: 0
- HOMO level: -8.534 eV
- LUMO energy: 0.011 Ha

***

No. 9
A cluster of 2 separate species, C2H6ClO4P in total in a non-equilibrium geometry, computed with ωB97M-V/def2-TZVPD.

```
14
Properties=species:S:1:pos:R:3:forces:R:3
C 0.7436 0.9588 -1.7643 0.13 -1.36 -1.47
C 0.1325 -0.5875 2.2499 3.37 -2.62 0.63
O 0.3900 -2.0340 -1.3069 0.04 -0.65 -0.85
O 0.7218 0.3842 -0.4643 0.34 0.24 0.77
O 0.4271 -1.5141 1.1454 0.10 0.40 1.92
O -2.7672 0.0624 -0.1518 0.97 0.03 -0.15
P 0.0846 -1.0543 -0.2832 -1.15 0.45 -0.95
Cl -2.5065 1.5548 -0.7132 -0.17 -0.28 0.16
H 1.7481 1.1709 -2.1142 0.68 -1.21 0.04
H 0.4679 1.9720 -1.7046 -1.78 1.02 0.17
H 0.1876 0.2466 -2.4655 0.71 1.62 0.61
H -0.7721 -0.8240 2.6630 -2.30 -0.63 0.96
H 0.1835 0.3599 1.9088 -0.11 3.19 -1.13
H 0.9590 -0.6955 3.0010 -0.82 -0.20 -0.72
```
Positions in Å, forces in eV/Å.

## Properties
- Total charge: 0
- HOMO level (spin up / spin down): -10.207 / -8.393 eV
- LUMO energy (spin up / spin down): -0.039 / -0.078 Ha

***

No. 10
A structure of composition C2H6ClPS in a non-equilibrium geometry, computed with ωB97M-V/def2-TZVPD.

```
11
Properties=species:S:1:pos:R:3:forces:R:3
C 0.2142 -1.2595 2.1888 0.20 2.49 -2.42
C -0.6783 1.1254 -2.0405 0.05 -0.33 0.26
P 0.4469 0.5315 0.6012 -1.19 -1.99 2.33
S -0.8558 -0.2541 -0.8476 0.03 0.15 0.10
Cl 2.2567 0.0064 -0.1151 1.07 -0.27 -0.34
H -0.7985 -1.5836 2.0292 -0.26 -0.16 0.07
H 0.3978 -0.7695 3.1278 0.04 0.07 0.23
H 0.9729 -1.9505 1.8658 0.17 -0.15 -0.05
H -1.5776 1.1449 -2.6452 -0.08 0.05 -0.08
H 0.1910 0.9470 -2.6661 0.02 0.06 -0.05
H -0.5693 2.0620 -1.4982 -0.05 0.06 -0.06
```
Positions in Å, forces in eV/Å.

## Properties
- Total charge: 0
- HOMO level: -8.724 eV
- LUMO energy: 0.015 Ha

***

No. 11
A cluster of 2 separate species, C2H6ClPS2 in total in a non-equilibrium geometry, computed with ωB97M-V/def2-TZVPD.

```
12
Properties=species:S:1:pos:R:3:forces:R:3
C -1.0911 -0.0535 0.1655 1.50 1.55 2.24
C -0.0705 -1.1649 -0.1297 0.93 1.51 3.03
P 1.6986 -0.4015 -0.1122 -0.59 -1.77 -0.54
S 3.0199 -1.7571 -0.7438 -0.51 0.62 -0.02
S 0.2197 3.0721 -0.6602 2.18 -0.29 0.12
Cl 1.9050 -0.2519 1.8898 0.07 0.40 0.82
H -0.7580 1.0365 0.3966 0.10 -1.82 -0.74
H -1.7409 -0.0505 -0.6186 -1.85 0.52 -2.28
H -1.7028 -0.2262 1.0270 -0.21 -0.58 0.70
H -0.2662 -1.4726 -1.0884 -0.06 -1.17 -2.27
H -0.1758 -1.9918 0.6268 0.53 0.75 -0.92
H -1.0381 3.2615 -0.7528 -2.09 0.28 -0.15
```
Positions in Å, forces in eV/Å.

## Properties
- Total charge: 0
- HOMO level (spin up / spin down): -9.507 / -9.017 eV
- LUMO energy (spin up / spin down): -0.090 / -0.094 Ha

***

No. 12
A structure of composition C2H6CsO, computed with ωB97M-V/def2-TZVPD.

```
10
Properties=species:S:1:pos:R:3:forces:R:3
Cs 0.9258 -2.0659 -2.7522 -0.06 0.08 -0.23
C -0.6806 1.0801 0.2805 -0.26 0.00 0.15
C -0.0320 -0.2834 0.4752 0.23 0.25 -0.24
O 1.2166 -0.3262 -0.2790 -0.42 -0.29 -0.22
H -1.5263 1.0511 -0.4069 0.15 -0.03 -0.15
H 0.0460 1.8063 -0.0770 0.08 -0.04 -0.02
H -1.0812 1.4592 1.2222 0.10 -0.08 -0.02
H -0.6787 -1.0851 0.1027 -0.11 -0.01 0.20
H 0.1846 -0.4581 1.5274 0.05 -0.09 0.00
H 1.6258 -1.1780 -0.0928 0.24 0.21 0.54
```
Positions in Å, forces in eV/Å.

## Properties
- Total charge: +1
- HOMO level: -14.474 eV
- LUMO energy: -0.144 Ha

***

Relative energy (zero: lowest compared OMol25 entry of this formula, charge and spin) / kJ/mol: 1024.8; 0.0; 10.6; 215.5; 0.0; 526.8; 158.9; 149.9; 396.9; 62.1; 308.2; 47.1